# 1
DFT (wB97M-V/def2-TZVPD) results for a molecular structure, C26H48Br6O18 in a non-equilibrium geometry.

Computed properties:
Orbital gap in hartree: 0.266
LUMO level in eV: -0.09
Energy in Ha: -17816.733677
Largest force on an atom in hartree/bohr: 0.3007
E_HOMO in eV: -7.3

Element x y z (Å)
C -0.284 0.870 -0.277
C -0.752 -0.559 0.113
C -0.849 -1.532 -1.043
O 0.083 -2.528 -0.657
C 0.591 -2.278 0.494
O 1.363 -2.995 1.115
O 0.295 -1.078 0.955
H -0.689 1.231 -1.222
H 0.804 0.936 -0.310
H -0.440 1.657 0.461
H -1.733 -0.474 0.580
H -0.574 -1.036 -1.974
H -1.918 -1.742 -1.023
C 1.486 -1.720 3.906
C -0.007 -1.144 3.930
C -0.141 0.144 3.131
O -1.315 -0.084 2.391
C -1.791 -1.326 2.588
O -2.925 -1.773 2.259
O -0.898 -2.023 3.367
H 2.119 -0.998 4.421
H 1.729 -1.955 2.869
H 1.517 -2.608 4.538
H -0.369 -1.094 4.957
H 0.688 0.340 2.452
H -0.305 0.971 3.823
Br -5.932 1.909 3.543
C -4.598 0.945 2.448
C -3.436 1.792 1.923
Br -2.424 0.902 0.446
H -5.161 0.675 1.555
H -4.217 0.051 2.941
H -2.896 2.005 2.845
H -3.885 2.737 1.616
Br -0.336 5.335 0.360
C -0.954 4.598 -1.377
C -1.430 3.172 -1.244
Br -2.165 2.533 -3.019
H -0.203 4.704 -2.160
H -1.760 5.282 -1.643
H -2.144 3.201 -0.421
H -0.578 2.542 -0.990
Br -3.797 -2.817 -5.070
C -3.107 -1.059 -4.321
C -2.448 -1.322 -2.967
Br -1.674 0.393 -2.361
H -3.942 -0.371 -4.188
H -2.461 -0.606 -5.073
H -1.718 -2.127 -3.056
H -3.155 -1.612 -2.190
C 6.862 -3.559 -1.975
O 5.675 -3.964 -1.346
C 4.506 -3.365 -1.558
O 4.267 -2.429 -2.314
O 3.626 -3.977 -0.721
C 2.312 -3.499 -0.589
H 7.282 -4.369 -2.571
H 7.524 -3.224 -1.177
H 6.737 -2.681 -2.609
H 1.667 -3.772 -1.424
H 2.251 -2.414 -0.503
H 1.862 -3.768 0.367
C 2.160 1.557 -0.431
O 2.834 2.871 -0.576
C 2.166 3.937 -1.042
O 1.082 3.855 -1.719
O 2.983 5.049 -0.883
C 2.473 6.332 -1.077
H 2.786 1.038 0.294
H 1.946 1.030 -1.361
H 1.199 1.716 0.059
H 1.703 6.685 -0.391
H 2.049 6.406 -2.079
H 3.305 7.033 -1.005
C -6.012 -1.649 -3.761
O -5.077 -1.272 -2.810
C -5.330 -1.648 -1.500
O -6.337 -2.178 -1.031
O -4.182 -1.298 -0.781
C -3.990 -1.723 0.520
H -5.539 -1.808 -4.730
H -6.801 -0.903 -3.855
H -6.476 -2.588 -3.460
H -4.799 -1.390 1.170
H -3.017 -1.336 0.822
H -3.977 -2.812 0.466
C 5.640 1.752 3.459
O 4.863 1.348 2.309
C 3.993 0.209 2.310
O 3.679 -0.418 3.341
O 3.621 0.044 1.041
C 2.653 -0.916 0.714
H 5.842 0.797 3.944
H 5.164 2.523 4.065
H 6.531 2.199 3.017
H 2.593 -1.211 -0.334
H 1.673 -0.484 0.921
H 2.765 -1.788 1.357

Which charges does Löwdin predict for the atoms? In e, they are: C -0.40; C -0.41; C -0.19; O 0.15; C -0.57; O 0.07; O -0.01; H -0.12; H -0.02; H 0.07; H -0.12; H 0.01; H 0.10; C 0.02; C -0.28; C -0.05; O -0.13; C -0.40; O 0.03; O 0.11; H 0.07; H 0.05; H 0.09; H 0.16; H 0.13; H 0.15; Br 0.61; C -0.67; C -0.43; Br 1.23; H 0.04; H 0.05; H 0.07; H 0.06; Br 0.75; C -0.63; C -0.60; Br 0.67; H 0.05; H 0.05; H 0.03; H -0.01; Br 0.75; C -0.51; C -0.49; Br 0.83; H 0.06; H 0.06; H 0.08; H 0.04; C -0.05; O 0.00; C -0.54; O 0.10; O 0.04; C -0.10; H 0.10; H 0.09; H 0.09; H 0.12; H 0.04; H -0.01; C 0.01; O 0.05; C -0.45; O -0.08; O -0.01; C -0.11; H 0.06; H 0.15; H 0.06; H 0.01; H 0.10; H 0.10; C -0.18; O -0.15; C -0.43; O 0.14; O -0.12; C -0.15; H -0.06; H 0.11; H 0.10; H 0.11; H 0.00; H 0.14; C -0.03; O -0.05; C -0.42; O 0.07; O -0.02; C -0.04; H 0.09; H 0.09; H 0.09; H 0.12; H 0.07; H 0.13

=====

# 2
DFT (wB97M-V/def2-TZVPD) results for 2 unconnected molecules or ions with the total composition C26H48Cl2O5.

Computed properties:
Orbital gap in hartree: 0.358
LUMO level in eV: 0.33
Energy in Ha: -2316.059042
Largest force on an atom in hartree/bohr: 0.0169
E_HOMO in eV: -9.4

Element x y z (Å)
C 4.582 4.450 1.383
C 5.950 4.384 0.713
C 6.090 3.363 -0.454
C 4.943 2.373 -0.637
C 5.321 1.275 -1.637
C 4.112 0.477 -2.181
C 4.130 -0.997 -1.744
C 3.679 -1.176 -0.292
C 3.373 -2.637 0.061
C 2.383 -2.815 1.226
C 1.621 -4.146 1.136
C 0.234 -3.997 0.492
C -0.244 -5.312 -0.114
C -1.680 -5.339 -0.674
C -2.690 -4.376 -0.029
C -2.944 -3.104 -0.838
C -4.258 -2.427 -0.470
C -4.426 -1.071 -1.152
C -3.648 0.055 -0.438
C -4.517 1.293 -0.220
C -3.990 2.436 0.653
C -4.648 3.735 0.148
Cl -6.137 4.143 0.907
C -4.192 4.467 -0.873
C -2.945 4.173 -1.663
Cl -5.051 5.854 -1.431
O -4.409 2.249 2.043
C -3.634 3.071 2.807
O -3.841 3.298 3.948
O -2.619 3.544 2.067
C -2.502 2.593 0.969
O -1.893 1.452 1.444
H 3.803 4.657 0.653
H 4.564 5.252 2.120
H 4.359 3.528 1.914
H 6.196 5.379 0.344
H 6.709 4.145 1.458
H 6.220 3.920 -1.380
H 6.990 2.774 -0.276
H 4.694 1.906 0.316
H 4.057 2.881 -1.017
H 5.829 1.752 -2.477
H 6.031 0.590 -1.173
H 3.208 0.910 -1.751
H 4.076 0.547 -3.264
H 5.151 -1.376 -1.829
H 3.507 -1.602 -2.405
H 4.500 -0.842 0.344
H 2.786 -0.582 -0.104
H 2.957 -3.144 -0.814
H 4.290 -3.166 0.321
H 1.685 -1.980 1.260
H 2.947 -2.816 2.159
H 2.212 -4.883 0.590
H 1.508 -4.552 2.144
H 0.324 -3.238 -0.289
H -0.438 -3.636 1.266
H -0.085 -6.118 0.604
H 0.437 -5.524 -0.941
H -1.658 -5.163 -1.749
H -2.069 -6.350 -0.545
H -3.651 -4.891 0.043
H -2.410 -4.124 0.993
H -2.100 -2.413 -0.761
H -3.006 -3.398 -1.889
H -4.341 -2.315 0.612
H -5.068 -3.084 -0.795
H -5.482 -0.807 -1.209
H -4.070 -1.161 -2.180
H -2.745 0.304 -0.994
H -3.331 -0.336 0.523
H -4.766 1.721 -1.191
H -5.468 0.970 0.204
H -2.057 4.475 -1.110
H -2.955 4.743 -2.584
H -2.874 3.113 -1.906
H -1.847 2.999 0.214
H -2.553 0.898 1.882
O -3.842 -0.461 2.859
H -4.067 -1.127 3.516
H -4.308 0.337 3.144

Which charges does Löwdin predict for the atoms? In e, they are: C -0.13; C -0.25; C -0.21; C -0.24; C -0.21; C -0.20; C -0.22; C -0.21; C -0.21; C -0.21; C -0.22; C -0.22; C -0.21; C -0.19; C -0.22; C -0.22; C -0.22; C -0.19; C -0.18; C -0.09; C -0.34; C -0.62; Cl 0.77; C -0.72; C -0.09; Cl 0.69; O 0.01; C -0.58; O 0.19; O 0.13; C -0.27; O 0.07; H 0.07; H 0.07; H 0.07; H 0.09; H 0.10; H 0.11; H 0.10; H 0.11; H 0.11; H 0.11; H 0.11; H 0.10; H 0.10; H 0.11; H 0.10; H 0.11; H 0.11; H 0.10; H 0.11; H 0.10; H 0.11; H 0.11; H 0.11; H 0.11; H 0.10; H 0.11; H 0.11; H 0.10; H 0.10; H 0.11; H 0.10; H 0.11; H 0.11; H 0.11; H 0.11; H 0.11; H 0.11; H 0.12; H 0.08; H 0.13; H 0.14; H 0.09; H 0.07; H 0.09; H 0.15; H 0.07; O -0.03; H 0.06; H 0.04

=====

# 3
DFT (wB97M-V/def2-TZVPD) results for a molecular structure, C26H48Cl3GdN5O3PSi in a non-equilibrium geometry.

Computed properties:
Expectation value of S²: 15.893
Spin multiplicity: 8
Orbital gap (spin up / spin down) in hartree: 0.232 / 0.299
LUMO level (spin up / spin down) in eV: -1.61 / 0.21
Energy in Ha: -4296.262576
Largest force on an atom in hartree/bohr: 0.0441
E_HOMO (spin up / spin down) in eV: -7.9 / -7.9

Element x y z (Å)
C 3.070 -2.782 -3.529
C 2.494 -1.931 -4.596
H 2.536 -3.735 -3.521
H 2.939 -2.326 -2.543
H 4.137 -2.973 -3.700
C 2.280 -2.393 -5.831
C 2.666 -3.753 -6.290
H 1.798 -1.789 -6.604
H 2.237 -4.558 -5.675
H 3.757 -3.905 -6.320
H 2.258 -3.879 -7.301
Gd 1.164 0.090 0.888
Cl 2.200 0.728 3.195
Cl 2.763 1.352 -0.638
C 0.123 3.088 0.794
O -0.325 1.896 0.850
N -0.574 4.145 0.384
C -2.014 4.061 0.083
C 0.148 5.302 -0.148
H 1.165 3.269 1.086
H -2.544 3.620 0.932
H -2.209 3.459 -0.820
H -2.366 5.087 -0.082
H 1.039 5.518 0.444
H -0.496 6.185 -0.126
H 0.481 5.139 -1.183
H -0.322 -4.851 2.851
H 0.092 -3.513 -0.126
C -1.305 -4.671 2.392
C -0.960 -3.732 0.097
N -1.244 -3.513 1.512
H -2.035 -4.490 3.185
C -1.218 -2.297 2.082
O -0.499 -1.330 1.726
H -1.557 -3.091 -0.553
H -1.938 -2.187 2.944
H -1.585 -5.546 1.805
H -1.137 -4.776 -0.138
O 1.052 -0.686 -3.202
C 2.065 -0.537 -4.195
C 0.446 0.030 -6.028
C 1.598 0.379 -5.324
H -0.037 -0.930 -5.827
C -0.087 0.905 -6.983
H 2.927 -0.078 -3.690
C 2.242 1.591 -5.566
H -1.016 0.619 -7.499
C 0.597 2.084 -7.286
C 1.759 2.444 -6.578
H 3.114 1.821 -4.970
H 0.209 2.723 -8.102
H 2.298 3.360 -6.818
Si -0.295 0.200 -2.760
Cl 1.774 -2.184 -0.587
C -1.779 -0.179 -3.864
C 0.035 2.025 -2.769
C -0.801 -0.568 -1.166
H -1.782 0.361 -4.822
H -2.669 0.127 -3.288
H -1.840 -1.259 -4.065
H -1.560 -1.348 -1.317
H -1.130 0.117 -0.364
H 0.112 -1.180 -0.850
H 0.321 2.414 -3.759
H 0.860 2.240 -2.073
H -0.872 2.548 -2.434
C -0.408 -0.506 8.062
N 0.229 0.709 7.518
C -0.730 1.834 7.556
N -1.981 1.520 6.836
C -2.591 0.296 7.402
N -1.668 -0.858 7.360
C -1.414 -1.304 5.986
P -0.586 0.012 4.920
C 0.753 0.485 6.170
C -1.768 1.398 5.393
H -0.643 -0.326 9.122
H 0.289 -1.348 7.966
H -0.265 2.722 7.102
H -0.989 2.028 8.610
H -3.496 0.043 6.830
H -2.839 0.507 8.453
H -0.749 -2.180 5.995
H -2.360 -1.590 5.506
H 1.256 1.389 5.799
H 1.487 -0.336 6.188
H -2.729 1.209 4.894
H -1.357 2.338 4.998

Which charges does Löwdin predict for the atoms? In e, they are: C -0.07; C -0.24; H 0.08; H -0.03; H 0.09; C -0.12; C -0.11; H 0.09; H 0.07; H 0.08; H 0.07; Gd 0.91; Cl -0.16; Cl -0.09; C -0.29; O -0.21; N -0.15; C -0.01; C -0.03; H 0.12; H 0.10; H 0.09; H 0.09; H 0.10; H 0.09; H 0.10; H 0.10; H -0.03; C -0.03; C -0.05; N -0.17; H 0.09; C -0.25; O -0.22; H 0.07; H 0.14; H 0.09; H 0.09; O -0.20; C -0.27; C -0.09; C -0.19; H 0.12; C -0.08; H 0.14; C -0.03; H 0.11; C -0.10; C -0.08; H 0.12; H 0.10; H 0.10; Si 0.38; Cl 0.10; C -0.17; C -0.15; C -0.25; H 0.02; H 0.03; H 0.04; H 0.04; H 0.01; H -0.14; H 0.04; H -0.04; H 0.02; C -0.18; N -0.17; C -0.18; N -0.17; C -0.18; N -0.17; C -0.36; P 0.97; C -0.38; C -0.35; H 0.12; H 0.12; H 0.12; H 0.12; H 0.12; H 0.12; H 0.08; H 0.07; H 0.05; H 0.08; H 0.08; H 0.08

=====

# 4
DFT (wB97M-V/def2-TZVPD) results for 7 unconnected molecules or ions with the total composition C26H48N2O5 in a non-equilibrium geometry.

Computed properties:
Relative energy (zero: lowest compared OMol25 entry of this formula, charge and spin) in kcal per mole: 84.01
Orbital gap in hartree: 0.324
LUMO level in eV: 0.55
Energy in Ha: -1505.005131
Largest force on an atom in hartree/bohr: 0.0877
E_HOMO in eV: -8.3

Element x y z (Å)
C 2.969 -3.124 0.859
C 3.330 -3.557 -0.343
C 3.092 -4.893 -0.490
N 2.453 -5.330 0.607
C 2.352 -4.252 1.436
H 3.164 -2.138 1.254
H 3.774 -2.841 -1.018
H 3.248 -5.597 -1.294
H 2.245 -6.293 0.826
H 1.857 -4.316 2.394
C -3.538 -2.649 0.835
C -3.774 -1.341 0.074
C -2.845 -0.307 0.704
O -2.179 -0.983 1.807
C -2.985 -2.106 2.176
H -2.829 -3.368 0.424
H -4.456 -3.161 1.125
H -4.803 -0.997 0.177
H -3.600 -1.323 -1.002
H -3.475 0.480 1.119
H -2.257 0.240 -0.033
H -3.726 -1.883 2.944
H -2.356 -2.836 2.686
C 2.817 2.886 0.641
C 2.290 4.061 1.448
C 2.587 5.292 0.608
O 2.941 4.867 -0.693
C 3.345 3.495 -0.661
H 2.044 2.125 0.542
H 3.620 2.390 1.186
H 2.633 4.089 2.483
H 1.229 3.893 1.632
H 3.396 5.890 1.027
H 1.751 5.989 0.542
H 4.427 3.413 -0.760
H 2.961 3.004 -1.555
C -1.779 4.815 -1.401
C -0.651 4.100 -0.632
C -1.179 2.644 -0.659
O -2.577 2.799 -0.421
C -3.003 4.090 -0.797
H -1.669 4.509 -2.442
H -1.822 5.891 -1.232
H -0.562 4.580 0.343
H 0.304 4.270 -1.129
H -0.732 2.108 0.177
H -1.110 2.178 -1.642
H -3.257 4.656 0.099
H -3.853 4.176 -1.474
C 1.016 -1.002 3.504
C 1.983 0.118 3.075
C 1.675 1.349 3.993
O 0.785 0.825 5.029
C 0.071 -0.252 4.440
H 1.573 -1.836 3.931
H 0.472 -1.348 2.625
H 2.130 0.314 2.013
H 2.972 -0.297 3.269
H 1.241 2.185 3.444
H 2.608 1.835 4.278
H -0.812 0.141 3.936
H -0.372 -0.948 5.152
C -1.140 -2.924 -5.450
C -1.637 -1.480 -5.280
C -1.428 -1.052 -3.793
O -0.534 -2.089 -3.359
C -0.736 -3.316 -4.007
H -0.251 -2.964 -6.078
H -1.957 -3.544 -5.820
H -2.671 -1.326 -5.588
H -0.941 -0.792 -5.760
H -2.307 -1.289 -3.193
H -1.109 -0.028 -3.601
H -1.519 -3.873 -3.494
H 0.056 -4.061 -3.922
C 0.004 -2.461 -0.294
C 0.518 -1.068 -0.321
N 0.938 0.006 -0.313
H 0.738 -3.145 -0.720
H -0.887 -2.575 -0.911
H -0.297 -2.739 0.716

Which charges does Löwdin predict for the atoms? In e, they are: C -0.12; C -0.17; C -0.15; N 0.02; C -0.14; H 0.10; H 0.11; H 0.11; H 0.16; H 0.10; C -0.14; C -0.16; C -0.17; O -0.16; C -0.20; H 0.10; H 0.11; H 0.11; H 0.09; H 0.11; H 0.09; H 0.12; H 0.11; C -0.16; C -0.18; C -0.21; O -0.14; C -0.18; H 0.06; H 0.11; H 0.10; H 0.08; H 0.11; H 0.11; H 0.11; H 0.11; C -0.16; C -0.16; C -0.19; O -0.15; C -0.22; H 0.11; H 0.11; H 0.11; H 0.11; H 0.10; H 0.12; H 0.11; H 0.11; C -0.15; C -0.16; C -0.15; O -0.13; C -0.22; H 0.11; H 0.08; H 0.06; H 0.09; H 0.09; H 0.11; H 0.11; H 0.12; C -0.14; C -0.15; C -0.15; O -0.19; C -0.22; H 0.11; H 0.11; H 0.11; H 0.10; H 0.10; H 0.12; H 0.11; H 0.12; C -0.05; C -0.22; N 0.17; H 0.07; H 0.06; H 0.07

=====

# 5
DFT (wB97M-V/def2-TZVPD) results for 7 unconnected molecules or ions with the total composition C26H48NO6P in a non-equilibrium geometry.

Computed properties:
Relative energy (zero: lowest compared OMol25 entry of this formula, charge and spin) in kcal per mole: 63.36
Orbital gap in hartree: 0.311
LUMO level in eV: 0.65
Energy in Ha: -1866.592374
Largest force on an atom in hartree/bohr: 0.1500
E_HOMO in eV: -7.8

Element x y z (Å)
C -0.836 0.358 -3.924
C -0.293 -1.021 -3.684
C -1.054 -2.089 -2.650
P -0.437 -1.851 -0.844
C 0.241 -1.472 0.899
C -0.639 -1.531 2.309
C -0.085 -1.219 3.804
N 1.329 -0.790 4.002
C 2.170 -0.724 2.774
C 1.822 -1.018 1.211
H -0.142 1.246 -4.261
H -2.001 0.492 -3.790
H 0.683 -1.333 -4.250
H -0.817 -3.157 -3.069
H -2.206 -1.883 -2.761
H -0.257 -0.446 -1.162
H -1.700 -2.308 -0.286
H 0.564 -2.886 -1.072
H -1.780 -1.852 2.210
H -0.808 -1.328 4.719
H 3.306 -0.406 2.966
H 2.607 -0.947 0.323
C -3.508 1.640 1.617
C -3.489 0.717 0.428
C -4.209 1.170 -0.814
O -2.908 -0.366 0.470
H -2.948 1.183 2.440
H -3.034 2.590 1.357
H -4.538 1.806 1.943
H -3.767 2.099 -1.182
H -5.271 1.314 -0.596
H -4.112 0.403 -1.590
C -2.831 -1.154 8.582
C -3.209 -1.063 7.128
C -4.677 -1.052 6.792
O -2.352 -1.001 6.248
H -1.740 -1.153 8.674
H -3.229 -0.293 9.124
H -3.217 -2.084 9.009
H -5.157 -0.185 7.254
H -5.145 -1.976 7.139
H -4.800 -0.983 5.706
C 5.858 -0.704 -2.932
C 4.914 -1.060 -1.815
C 5.114 -2.389 -1.135
O 4.015 -0.295 -1.471
H 5.595 0.282 -3.329
H 6.883 -0.667 -2.555
H 5.775 -1.439 -3.737
H 6.105 -2.427 -0.678
H 4.997 -3.198 -1.860
H 4.360 -2.511 -0.350
C 3.206 3.044 -4.930
C 2.828 3.135 -6.384
C 1.360 3.147 -6.720
O 3.685 3.197 -7.264
H 4.297 3.045 -4.837
H 2.808 3.906 -4.388
H 2.820 2.115 -4.503
H 0.880 4.013 -6.258
H 0.893 2.222 -6.373
H 1.238 3.216 -7.806
C 4.505 4.541 -9.953
C 4.306 5.854 -10.663
C 4.936 6.011 -12.020
O 3.653 6.762 -10.152
H 3.994 4.571 -8.985
H 4.080 3.729 -10.548
H 5.571 4.370 -9.782
H 4.531 5.265 -12.708
H 6.021 5.906 -11.941
H 4.709 7.009 -12.412
C -5.511 -5.193 10.517
C -4.592 -4.225 11.213
C -4.579 -4.239 12.718
O -3.878 -3.451 10.576
H -5.415 -5.070 9.433
H -5.237 -6.218 10.779
H -6.547 -4.991 10.802
H -4.264 -5.222 13.077
H -5.573 -3.995 13.100
H -3.869 -3.489 13.082

Which charges does Löwdin predict for the atoms? In e, they are: C -0.06; C -0.21; C -0.43; P 0.72; C -0.33; C -0.06; C -0.10; N -0.04; C -0.15; C -0.05; H 0.04; H 0.06; H 0.09; H 0.07; H 0.08; H 0.02; H 0.02; H 0.03; H 0.07; H 0.07; H 0.09; H 0.06; C -0.02; C -0.47; C -0.02; O 0.00; H 0.08; H 0.09; H 0.09; H 0.09; H 0.09; H 0.08; C -0.02; C -0.47; C -0.02; O 0.03; H 0.09; H 0.09; H 0.05; H 0.08; H 0.08; H 0.08; C -0.02; C -0.49; C -0.02; O 0.03; H 0.08; H 0.09; H 0.09; H 0.09; H 0.09; H 0.07; C -0.02; C -0.48; C -0.02; O 0.04; H 0.08; H 0.09; H 0.08; H 0.09; H 0.07; H 0.09; C -0.03; C -0.49; C -0.03; O 0.05; H 0.05; H 0.09; H 0.09; H 0.08; H 0.08; H 0.08; C -0.02; C -0.48; C -0.02; O 0.04; H 0.08; H 0.09; H 0.09; H 0.09; H 0.09; H 0.09

=====

Q: What is the largest force on an atom in the second record?
A: 0.0169 hartree/bohr

=====

Q: Which formula does entry 2 have?
A: C26H48Cl2O5